(1)
Molecular formula: C17H16N2O2S
Method: DFT, wB97M-V/def2-TZVPD

Computed properties:
frontier orbital gap = 9.395 eV
F_max = 0.68 eV/A
highest occupied orbital energy = -8.80 eV
LUMO = 0.60 eV
calculated total energy = -1315.65768 a.u.
2S+1 = 1

Each line ends with the Mulliken charge.
Cartesian coordinates (Å):
O (-1.7197, -2.9289, 0.6330)  -0.67
C (-1.0541, -1.9408, 0.8594)  0.50
C (0.4453, -1.8724, 0.5539)  -0.50
C (0.7652, -0.7674, -0.4681)  -1.29
N (1.8197, 0.1142, -0.0065)  0.21
C (1.5039, 1.1529, 0.8113)  0.47
O (0.3976, 1.4224, 1.2162)  -0.65
S (2.9735, 2.0729, 1.2181)  -0.25
C (3.9551, 0.9574, 0.2913)  0.54
C (5.3263, 0.9821, 0.1177)  -0.46
C (5.9095, -0.0139, -0.6456)  -0.53
C (5.1329, -1.0136, -1.2157)  -0.77
C (3.7603, -1.0398, -1.0437)  -0.58
C (3.1638, -0.0407, -0.2887)  0.56
N (-1.5277, -0.8162, 1.4233)  0.03
C (-2.9443, -0.5913, 1.6311)  -1.31
C (-3.5091, 0.2982, 0.5509)  0.85
C (-3.0296, 1.5949, 0.4013)  -0.18
C (-3.5158, 2.4076, -0.6070)  -0.70
C (-4.4871, 1.9350, -1.4740)  -0.41
C (-4.9658, 0.6441, -1.3321)  -0.53
C (-4.4754, -0.1719, -0.3268)  -0.46
H (0.7611, -2.8492, 0.1892)  0.32
H (0.9719, -1.6706, 1.4890)  0.40
H (-0.1190, -0.1451, -0.6401)  0.54
H (1.0695, -1.1909, -1.4252)  0.48
H (5.9166, 1.7609, 0.5722)  0.40
H (6.9778, -0.0144, -0.7937)  0.38
H (5.6045, -1.7873, -1.8014)  0.38
H (3.1706, -1.8279, -1.4838)  0.33
H (-0.9288, -0.0012, 1.4988)  0.26
H (-3.4312, -1.5687, 1.6168)  0.48
H (-3.0823, -0.1292, 2.6141)  0.31
H (-2.2682, 1.9673, 1.0714)  0.36
H (-3.1362, 3.4132, -0.7157)  0.39
H (-4.8680, 2.5713, -2.2595)  0.38
H (-5.7204, 0.2695, -2.0081)  0.37
H (-4.8423, -1.1825, -0.2232)  0.35

---

(2)
Molecular formula: C20H28ClF3NO19S5
Method: DFT, wB97M-V/def2-TZVPD

Computed properties:
frontier orbital gap = 8.077 eV
F_max = 1.90 eV/A
highest occupied orbital energy = -6.26 eV
LUMO = 1.82 eV
calculated total energy = -5014.02607 a.u.
total charge = -1
2S+1 = 1

Each line ends with the Mulliken charge.
Cartesian coordinates (Å):
C (1.9340, -1.6935, 0.8748)  -1.82
C (2.0182, -0.3530, 0.2141)  0.76
C (0.9077, 0.6062, 0.6789)  -1.06
O (-0.0637, -0.1021, 1.4631)  -0.24
C (-0.6928, 0.6731, 2.3843)  0.19
O (-0.1488, 1.0492, 3.4137)  -0.62
C (-2.1320, 1.0313, 2.0564)  -0.28
S (-2.3502, 2.8256, 2.2830)  -0.19
S (-2.3254, 3.3884, 0.2579)  0.95
O (-1.4806, 2.3876, -0.3629)  -0.59
O (-1.7912, 4.7133, 0.2004)  -0.61
N (-3.7732, 3.2326, -0.4256)  -0.36
S (-5.0489, 3.7532, 0.3932)  1.04
O (-6.1592, 3.9949, -0.4942)  -0.72
O (-4.7227, 4.8739, 1.2469)  -0.67
C (-5.6304, 2.4642, 1.4879)  -1.04
C (-5.5530, 1.0126, 0.9529)  -0.30
C (-5.5098, 0.8621, -0.5647)  -0.65
C (-6.1100, -0.4602, -1.0475)  -1.11
S (-5.2584, -1.8781, -0.3639)  1.01
O (-6.1479, -2.6134, 0.4722)  -0.59
O (-3.9790, -1.5318, 0.1448)  -0.37
Cl (-4.9525, -3.0645, -2.0346)  -0.29
O (3.3014, 0.2349, 0.5301)  -0.40
C (3.7621, 1.1091, -0.4017)  0.65
O (4.0481, 0.7713, -1.5360)  -0.56
C (3.9049, 2.5426, 0.0872)  -0.55
S (5.2204, 3.4170, -0.7886)  -0.18
H (1.0328, -2.2119, 0.6048)  0.27
H (2.7833, -2.3084, 0.6068)  0.56
H (1.9601, -1.5452, 1.9437)  0.49
H (1.9318, -0.4766, -0.8564)  0.48
H (1.3507, 1.4140, 1.2479)  0.56
H (0.4194, 1.0417, -0.1841)  0.34
H (-2.3441, 0.7522, 1.0345)  0.20
H (-2.8161, 0.5549, 2.7449)  0.63
H (-5.0954, 2.5058, 2.4209)  0.30
H (-6.6588, 2.6954, 1.7238)  0.53
H (-4.7298, 0.5087, 1.4349)  0.10
H (-6.4543, 0.5131, 1.3049)  0.52
H (-4.4732, 0.8486, -0.8657)  0.24
H (-6.0488, 1.6449, -1.0783)  0.64
H (-7.1565, -0.5437, -0.7923)  0.47
H (-5.9538, -0.5035, -2.1158)  0.61
H (4.1786, 2.5326, 1.1316)  0.39
H (2.9568, 3.0471, -0.0513)  0.27
H (4.8451, 3.2355, -2.0504)  0.03
C (4.5184, 3.5318, -5.9162)  -0.42
C (3.6721, 4.6827, -6.4109)  0.29
O (2.9146, 5.0192, -5.2673)  -0.30
C (3.6554, 4.6754, -4.1695)  0.66
O (3.4454, 5.0323, -3.0681)  -0.43
O (4.6815, 3.8589, -4.5350)  -0.29
F (2.8346, 4.3049, -7.4107)  -0.29
H (3.9945, 2.5796, -6.0081)  0.29
H (5.4819, 3.4623, -6.4143)  0.25
H (4.2412, 5.5555, -6.7366)  0.27
C (0.4116, -5.9965, -0.9266)  -0.44
C (1.8023, -6.0342, -1.5177)  0.30
O (1.8670, -4.8109, -2.2212)  -0.32
C (1.0331, -3.9306, -1.5856)  0.63
O (1.0400, -2.7642, -1.7383)  -0.44
O (0.2087, -4.5954, -0.7354)  -0.26
F (1.9554, -7.0641, -2.3919)  -0.30
H (-0.3317, -6.3822, -1.6258)  0.30
H (0.3313, -6.5320, 0.0156)  0.26
H (2.6069, -6.0703, -0.7813)  0.27
C (1.9169, -3.3027, 5.1508)  -0.51
C (3.1521, -3.7365, 5.9028)  0.31
O (3.9866, -4.2114, 4.8655)  -0.35
C (3.6489, -3.5295, 3.7264)  0.58
O (4.3047, -3.5024, 2.7470)  -0.46
O (2.4603, -2.8971, 3.8913)  -0.18
F (2.8931, -4.7514, 6.7693)  -0.30
H (1.2229, -4.1306, 5.0000)  0.26
H (1.3929, -2.4784, 5.6270)  0.32
H (3.6615, -2.9338, 6.4382)  0.28

---

(3)
Molecular formula: H4O2
Method: DFT, wB97M-V/def2-TZVPD

Computed properties:
frontier orbital gap = 11.644 eV
F_max = 1.74 eV/A
highest occupied orbital energy = -11.01 eV
LUMO = 0.63 eV
calculated total energy = -152.87013 a.u.
2S+1 = 1

Each line ends with the Mulliken charge.
Cartesian coordinates (Å):
O (-1.7058, 0.1312, -0.1226)  -0.64
H (-1.9549, -0.7503, 0.2131)  0.33
H (-0.7451, 0.0005, -0.1201)  0.36
O (1.1669, -0.0337, -0.1230)  -0.69
H (2.0933, -0.2503, -0.0512)  0.31
H (1.1455, 0.9025, 0.2039)  0.33

---

(4)
Molecular formula: C32H55N9
Method: DFT, wB97M-V/def2-TZVPD

Computed properties:
frontier orbital gap = 11.337 eV
F_max = 5.01 eV/A
highest occupied orbital energy = -10.92 eV
LUMO = 0.42 eV
calculated total energy = -1744.99603 a.u.
2S+1 = 1

Each line ends with the Mulliken charge.
Cartesian coordinates (Å):
C (0.8659, 0.4103, -6.2535)  -1.37
C (0.1606, 1.0849, -5.0191)  -0.21
C (-1.3355, 0.6666, -4.8454)  0.26
C (-1.9397, 1.2991, -3.7005)  0.13
N (-2.4201, 1.7839, -2.7262)  -0.47
H (0.5430, 0.9250, -7.1367)  0.36
H (0.6493, -0.6453, -6.3716)  0.34
H (1.9731, 0.4521, -6.1579)  0.37
H (0.2304, 2.1488, -5.1624)  0.50
H (0.6415, 0.7594, -4.0898)  -0.04
H (-1.2706, -0.4492, -4.7444)  -0.37
H (-1.9272, 0.9417, -5.7027)  0.46
C (5.4563, 1.7374, 0.3541)  -1.08
C (5.2231, 2.1227, 1.8540)  -0.28
C (5.9743, 1.0587, 2.6860)  -0.41
C (5.7014, 1.1131, 4.0852)  0.07
N (5.6092, 1.2586, 5.1883)  -0.49
H (6.4348, 1.9576, 0.0102)  0.36
H (4.7762, 2.1521, -0.3760)  0.33
H (5.2919, 0.6391, 0.3146)  0.19
H (4.1915, 2.0542, 2.1153)  0.19
H (5.5969, 3.1043, 2.0637)  0.42
H (7.0671, 1.2180, 2.6837)  0.48
H (5.7487, 0.0440, 2.2631)  0.23
C (0.9795, 1.1853, 5.3758)  -1.09
C (2.3808, 0.7836, 5.7809)  -0.38
C (2.8462, -0.4941, 5.1326)  -0.75
C (2.9049, -0.3110, 3.7123)  0.19
N (3.0037, -0.0592, 2.5894)  -0.36
H (0.2393, 0.4642, 5.7588)  0.25
H (0.8184, 1.3630, 4.2908)  0.12
H (0.6297, 2.0757, 5.8107)  0.50
H (2.3812, 0.7273, 6.8629)  0.43
H (3.0391, 1.5964, 5.4955)  0.24
H (2.2048, -1.3149, 5.2931)  0.45
H (3.9050, -0.8068, 5.3230)  0.38
C (-4.6403, 4.1019, -0.7743)  -0.85
C (-3.5001, 4.9298, -0.1303)  -0.58
C (-2.2488, 4.0345, -0.0061)  -0.51
C (-2.5296, 2.7504, 0.6962)  0.25
N (-2.6397, 1.7063, 1.1448)  -0.39
H (-5.6066, 4.5430, -0.8976)  0.38
H (-4.6839, 3.2235, -0.1406)  0.26
H (-4.2940, 3.7268, -1.8122)  0.16
H (-3.6724, 5.4298, 0.8392)  0.31
H (-3.1778, 5.7778, -0.7798)  0.29
H (-1.4230, 4.4594, 0.5610)  0.50
H (-1.7788, 3.7447, -0.9127)  0.32
C (-3.8184, -2.0346, -5.4371)  -1.01
C (-3.7683, -2.9339, -4.2139)  -0.68
C (-2.7799, -2.4960, -3.1133)  0.68
C (-1.4207, -2.8376, -3.4130)  0.00
N (-0.2544, -2.9129, -3.5321)  -0.61
H (-4.4516, -2.2909, -6.2850)  0.41
H (-2.7841, -1.9659, -5.8785)  0.20
H (-4.1604, -1.0427, -5.1966)  0.28
H (-3.4790, -3.9658, -4.4605)  0.32
H (-4.7886, -2.9166, -3.7931)  0.35
H (-3.1098, -2.9909, -2.1694)  0.22
H (-2.8406, -1.4445, -2.8195)  -0.09
C (2.7661, -3.9128, 1.9512)  -1.33
C (1.8949, -3.3092, 0.8377)  0.60
C (2.4969, -3.4106, -0.6087)  -0.33
C (3.4498, -2.3420, -1.0489)  0.33
N (4.1369, -1.6051, -1.6127)  -0.56
H (2.2275, -3.7087, 2.9133)  0.29
H (3.7800, -3.3930, 1.8753)  0.22
H (2.9155, -4.9600, 1.7947)  0.49
H (1.6992, -2.2518, 1.0416)  -0.74
H (0.8991, -3.7378, 0.8648)  0.42
H (1.7127, -3.5578, -1.3500)  0.21
H (3.1342, -4.3416, -0.5817)  0.31
C (1.0325, 0.6578, -1.1163)  -1.05
C (0.2480, 1.1819, 0.0616)  0.85
C (-0.0083, 0.0387, 1.0164)  2.04
C (-0.6686, -1.1900, 0.4395)  -0.14
N (-1.2389, -2.1005, 0.0923)  -0.60
H (0.5964, -0.2254, -1.5952)  0.15
H (2.0386, 0.3260, -0.7830)  0.01
H (1.2812, 1.3628, -1.9139)  0.45
H (-0.7742, 1.5083, -0.3124)  -0.90
H (0.6212, 1.9908, 0.7450)  0.41
H (-0.5918, 0.3276, 1.9181)  0.31
H (0.9553, -0.3341, 1.3669)  -1.56
C (-2.8792, -0.9422, 3.3577)  -0.22
C (-1.6621, -1.6358, 3.8895)  0.31
N (-0.7531, -2.2293, 4.2387)  -0.50
H (-2.9069, -0.8939, 2.2942)  -0.37
H (-2.9996, 0.0259, 3.8628)  0.30
H (-3.7707, -1.5317, 3.6049)  0.47
C (-4.8308, -1.1554, -0.0427)  -0.19
C (-5.3969, -1.4688, 1.2860)  0.26
N (-5.8514, -1.6711, 2.3287)  -0.51
H (-3.9912, -0.4171, -0.0106)  0.00
H (-5.6522, -0.6392, -0.5060)  0.42
H (-4.6343, -2.0972, -0.5319)  0.06

---

(5)
Molecular formula: C22H22N2O7
Method: DFT, wB97M-V/def2-TZVPD

Computed properties:
frontier orbital gap = 7.650 eV
F_max = 0.87 eV/A
highest occupied orbital energy = -8.26 eV
LUMO = -0.61 eV
calculated total energy = -1487.73663 a.u.
2S+1 = 1

Each line ends with the Mulliken charge.
Cartesian coordinates (Å):
C (0.1957, -5.1933, 0.7012)  -0.79
O (1.1432, -4.3133, 1.2537)  -0.47
C (1.5713, -3.2603, 0.5019)  0.87
C (1.1365, -2.9689, -0.7853)  -0.08
C (1.6315, -1.8559, -1.4467)  -0.84
C (2.5663, -1.0271, -0.8520)  0.51
C (3.1001, 0.1858, -1.5638)  -1.64
N (2.8570, 1.3974, -0.7824)  0.15
C (3.9428, 2.0226, -0.2133)  0.60
O (5.0694, 1.5927, -0.2817)  -0.63
N (3.6689, 3.2133, 0.4222)  -0.06
C (2.4337, 3.7874, 0.6473)  0.19
O (2.3465, 4.8481, 1.2243)  -0.66
C (1.2964, 2.9840, 0.1787)  0.18
C (0.0575, 3.4132, 0.5430)  -0.84
C (-1.2002, 2.7497, 0.3717)  0.34
C (-2.3438, 3.5140, 0.1123)  -0.95
C (-3.5607, 2.9234, -0.0971)  -0.84
C (-3.6916, 1.5273, -0.0996)  0.58
O (-4.9408, 1.0908, -0.3655)  -0.48
C (-5.2989, -0.2687, -0.2294)  -0.68
C (-2.5640, 0.7395, 0.1684)  0.42
O (-2.6137, -0.6456, 0.0497)  -0.49
C (-2.0003, -1.0935, -1.1496)  -0.37
C (-1.3395, 1.3480, 0.4886)  0.64
O (-0.2690, 0.6694, 0.9547)  -0.22
C (-0.4534, -0.5163, 1.7042)  -0.60
C (1.5401, 1.8390, -0.7081)  0.83
O (0.6941, 1.3101, -1.3967)  -0.66
C (3.0049, -1.3278, 0.4344)  -0.23
C (2.5152, -2.4260, 1.1051)  -0.89
H (0.5746, -5.6777, -0.2045)  0.34
H (-0.7453, -4.6810, 0.4737)  0.26
H (0.0157, -5.9493, 1.4637)  0.26
H (0.4149, -3.5958, -1.2854)  0.40
H (1.2786, -1.6358, -2.4433)  0.25
H (4.1822, 0.1111, -1.6965)  0.58
H (2.6103, 0.3030, -2.5333)  0.37
H (4.4752, 3.7099, 0.7857)  0.27
H (0.0270, 4.3868, 1.0232)  0.52
H (-2.2470, 4.5870, 0.0542)  0.50
H (-4.4439, 3.5069, -0.2991)  0.45
H (-6.3878, -0.2814, -0.2801)  0.31
H (-4.8952, -0.8776, -1.0414)  0.23
H (-4.9688, -0.6785, 0.7265)  0.26
H (-0.9892, -0.6931, -1.2602)  -0.04
H (-1.9696, -2.1800, -1.0858)  0.20
H (-2.5912, -0.7946, -2.0231)  0.43
H (-1.3619, -0.4687, 2.3082)  0.32
H (-0.4855, -1.4003, 1.0659)  0.04
H (0.4196, -0.5856, 2.3539)  0.31
H (3.7430, -0.6960, 0.9063)  0.42
H (2.8492, -2.6687, 2.1014)  0.45

---

- Look up the highest occupied orbital energy of the fourth one.
  -10.92 eV

---

- Among the records above, which one has the lowest F_max?
  C17H16N2O2S